No. 1
36
Properties=species:S:1:pos:R:3:mulliken_charge:R:1 method="wB97M-V/def2-TZVPD" homo_ev=2.4914 molar_mass_g_mol=472.6 e_lumo_ev=4.20 total_charge=-3 fmax_ev_per_a=4.84 spin_multiplicity=1
Ba 1.8417 0.2270 -2.5262 1.5184
C 0.1277 -1.9887 -4.5354 -1.1761
C -0.9908 -1.9416 -3.5183 0.6990
C -1.2274 -3.3139 -2.9178 -1.2879
O -0.8669 -0.9903 -2.5278 -0.5831
H 0.5196 -0.9924 -4.7339 -0.0055
H -0.0431 -2.6674 -5.3758 0.4052
H 0.9778 -2.4887 -4.0366 0.2034
H -1.8763 -1.7770 -4.1677 -0.0723
H -0.5623 -3.7668 -2.1717 0.2871
H -1.6157 -4.0493 -3.6369 0.3901
H -2.0159 -3.3034 -2.1517 0.3335
C -1.5744 2.6785 1.4998 -0.8149
C -0.6956 3.4568 2.2599 0.4598
C 0.6833 3.7533 1.6750 0.4998
O 1.6479 4.2259 2.3297 -0.7812
C 1.0087 3.3249 0.3727 -0.6002
C 0.1390 2.5364 -0.3883 0.6833
C -1.2443 2.1502 0.1810 0.7555
O -1.9040 1.3336 -0.4521 -0.7018
O 0.4271 2.1027 -1.5429 -1.0088
O -1.0265 3.8277 3.4153 -0.8084
H -2.3954 2.2477 2.0561 0.2089
H 1.9984 3.5978 0.0270 0.2497
C -0.6255 -1.1671 3.0178 -0.9028
C -0.1885 -1.3837 1.7355 0.6527
C 1.1796 -0.9301 1.2395 0.5935
O 1.6024 -1.0689 0.0215 -0.8251
C 2.0650 -0.3092 2.1106 -0.6002
C 1.6995 0.0073 3.4677 0.4342
C 0.1959 -0.4033 3.9577 0.5724
O -0.1255 -0.1964 5.1167 -0.7758
O 2.3835 0.6725 4.2322 -0.7384
O -0.9613 -1.9059 0.8659 -0.7781
H -1.5977 -1.5368 3.3095 0.2947
H 3.0402 0.0387 1.7920 0.2193

No. 2
36
Properties=species:S:1:pos:R:3:mulliken_charge:R:1 method="wB97M-V/def2-TZVPD" homo_ev=-8.5371 molar_mass_g_mol=443.3 e_lumo_ev=-0.76 total_charge=0 fmax_ev_per_a=2.89 spin_multiplicity=1
O -1.3351 1.3868 0.6994 -0.6506
O -1.4421 2.3737 -4.3761 -0.5697
O -0.7112 -1.2525 -2.4496 -0.5892
S 2.6597 2.2982 -2.9229 -0.2756
Br 2.2607 -4.3760 4.2398 -0.2069
O -1.5290 4.3873 -3.3207 -0.4498
O -2.4539 0.1073 -1.9809 -0.4233
S 3.7129 0.5069 -1.0006 -0.1344
C -1.0202 0.2377 1.0055 -0.1963
C -1.2849 3.0529 -3.3779 0.4545
C -1.1168 -0.1411 -2.1858 -0.0117
C 2.3239 1.3020 -1.6490 0.3123
C 0.2912 -0.3946 0.8138 0.5569
C 1.1888 -0.0495 -0.1666 0.7341
C -0.2058 -2.9682 4.1764 -0.3959
C 1.3575 -2.3518 2.3811 -0.3586
C -1.1733 -2.0597 3.6762 -0.6813
C 1.0133 -3.1038 3.5372 -0.4659
C 0.4139 -1.4228 1.9111 0.4385
C -0.8357 -1.3512 2.5341 -0.1915
N -1.6919 -0.4337 1.9708 -0.1316
N 1.0859 0.8346 -1.2581 0.3210
C 2.5945 -0.5597 0.0042 -1.0916
C -0.7599 2.4443 -2.0525 -0.7775
C -0.1167 1.0332 -2.1422 -0.2631
H -1.8818 4.6503 -4.1773 0.3606
H -2.9268 -0.7429 -2.0648 0.3861
H -0.4797 -3.6147 4.9987 0.4004
H 2.3228 -2.4021 1.9549 0.5631
H -2.1436 -2.0025 4.1822 0.3814
H -2.3536 0.1046 2.5042 0.3184
H 2.6045 -1.6304 -0.3331 0.4235
H 3.0126 -0.5215 0.9945 0.4518
H -1.6278 2.4666 -1.3680 0.3394
H -0.0436 3.1722 -1.6516 0.5014
H 0.2910 1.0200 -3.1060 0.9213

No. 3
34
Properties=species:S:1:pos:R:3:mulliken_charge:R:1 method="wB97M-V/def2-TZVPD" homo_ev=-9.0726 molar_mass_g_mol=374.9 e_lumo_ev=-2.03 total_charge=0 fmax_ev_per_a=2.92 spin_multiplicity=1
Cl -0.7496 3.5053 -3.3747 -0.3354
B -1.3114 1.7012 -3.2365 0.9168
Cl -3.1100 1.7324 -2.5883 -0.3483
Cl -1.2441 0.7732 -4.8529 -0.3198
O -0.3838 1.0654 -2.2498 -0.7060
C -0.6425 0.0063 -1.4453 -0.4194
C 0.6125 -0.8215 -1.3673 0.4605
C 0.5615 -2.2136 -1.4044 -0.1874
C 1.7082 -2.9515 -1.1378 -0.6975
C 2.9325 -2.3098 -0.8962 -0.5013
C 2.9924 -0.9060 -0.9586 -0.6033
C 1.8319 -0.1592 -1.2297 -0.2638
H -1.5342 -0.6130 -1.6903 0.3488
H -0.4046 -2.7045 -1.5309 0.3718
H 1.6939 -4.0322 -1.1407 0.4221
H 3.8671 -2.8624 -0.7613 0.3741
H 3.9368 -0.3615 -0.8343 0.3671
H 1.8311 0.9490 -1.2215 0.4117
Cl 0.8321 4.0180 2.9062 -0.1900
C 0.1569 2.4528 2.6754 0.1353
C -0.3316 2.1027 1.3939 -0.3928
C -0.6615 0.7589 1.1750 0.0979
C -0.6932 -0.1399 2.2434 -0.3442
N -1.4486 -1.2395 1.8229 0.0923
C -1.8637 -1.0917 0.5507 -0.7368
C -1.3481 0.1483 -0.0029 1.0412
C -0.4010 0.2504 3.5605 -0.7006
C 0.0632 1.5574 3.7779 -0.5719
H -0.4099 2.8234 0.6002 0.6176
H -1.7196 -2.0081 2.4603 0.3062
H -2.3807 -1.8779 0.0563 0.5196
H -2.0810 0.9057 -0.4989 0.1094
H -0.5967 -0.4173 4.4219 0.3456
H 0.2958 1.9592 4.7779 0.3807

No. 4
39
Properties=species:S:1:pos:R:3:mulliken_charge:R:1 method="wB97M-V/def2-TZVPD" homo_ev=-7.1464 molar_mass_g_mol=556.6 e_lumo_ev=-0.43 total_charge=0 fmax_ev_per_a=0.58 spin_multiplicity=1
Ba 0.1266 -1.0317 -0.0256 1.5623
Cl -0.0427 -2.4634 2.9195 -0.3107
C -0.8352 -4.0266 2.9015 0.9122
C -1.0207 -4.6191 4.1361 -0.7876
C -1.6346 -5.8561 4.2042 -0.2730
C -2.0475 -6.4714 3.0347 -0.7106
C -1.8501 -5.8547 1.8123 0.5445
Cl -2.3946 -6.6959 0.4000 -0.2146
C -1.2328 -4.5910 1.6772 -0.3074
S -1.0057 -3.8574 0.1257 -0.6496
H -0.6862 -4.1118 5.0304 0.3611
H -1.7903 -6.3368 5.1601 0.3514
H -2.5295 -7.4390 3.0562 0.3860
N 5.3891 0.4999 -2.1804 -0.6011
C 4.9199 -0.7692 -1.6378 -0.1641
C 3.4745 -0.6437 -1.1867 0.5221
O 2.9892 0.5862 -1.2086 -0.5232
O 2.8032 -1.5806 -0.8147 -0.6849
H 6.2819 0.7781 -1.8009 0.2174
H 3.7162 1.1561 -1.5588 0.4311
H 5.4653 0.4811 -3.1878 0.2029
H 5.4926 -1.0557 -0.7552 0.2944
H 4.9802 -1.6060 -2.3339 0.3070
O -0.7395 1.3594 0.4883 -0.9589
C -1.1486 1.5290 -0.6941 1.0943
O -1.1695 0.5892 -1.5398 -0.9901
C -1.5854 2.9008 -1.1200 0.0078
C -2.0821 3.1091 -2.4008 -0.4615
C -2.4642 4.3802 -2.8065 -0.5073
C -2.3449 5.4511 -1.9364 -0.4427
C -1.8441 5.2212 -0.6653 0.0924
C -1.4660 3.9634 -0.2376 -0.3230
N -1.7027 6.3580 0.2568 1.0271
O -1.2312 6.1414 1.3542 -0.6045
O -2.0673 7.4497 -0.1340 -0.6206
H -2.1608 2.2600 -3.0661 0.4234
H -2.8532 4.5386 -3.8031 0.3988
H -2.6287 6.4533 -2.2212 0.4869
H -1.0802 3.8044 0.7581 0.5124

No. 5
38
Properties=species:S:1:pos:R:3:mulliken_charge:R:1 method="wB97M-V/def2-TZVPD" homo_ev="-15.2219 / -15.2215" molar_mass_g_mol=598.4 e_lumo_ev="-6.88 / -10.60" total_charge=+2 fmax_ev_per_a=1.17 spin_multiplicity=2
Ir -0.1178 -1.2111 -0.4913 1.2695
N 3.5321 -3.1443 -0.7451 0.1169
C 2.4149 -2.8703 -1.4210 0.0295
N 1.5433 -2.3712 -0.5659 -0.2365
C 2.2182 -2.3384 0.6363 0.3349
N 3.4282 -2.8110 0.5517 -0.6190
C 1.5137 -1.7876 1.7968 0.5442
C 1.9251 -1.8281 3.1182 -0.3668
N 1.1054 -1.4774 4.1016 -0.4748
C -0.1347 -1.1308 3.7918 -0.3699
C -0.5684 -1.0454 2.4713 -0.1846
N 0.2803 -1.3319 1.4913 -0.0371
H 4.3864 -3.5566 -1.0928 0.1912
H 2.2631 -3.0481 -2.4727 0.5062
H 2.9221 -2.1627 3.3772 0.4620
H -0.8114 -0.9024 4.6051 0.3880
H -1.5659 -0.7361 2.1908 0.4888
Br -3.2914 5.5404 -0.5846 0.1432
C -1.6651 4.7364 -0.4837 0.0876
C -0.4918 5.5380 -0.4463 -0.3168
C 0.7268 4.9217 -0.3744 -0.7330
C 0.7985 3.5179 -0.3412 -0.1967
C -0.3675 2.7235 -0.3724 0.0102
C -1.5987 3.3143 -0.4454 -0.1236
C -0.2482 1.2405 -0.3526 1.0343
O 0.8875 0.6803 -0.3398 -0.6775
O -1.2897 0.5106 -0.3603 -0.7914
H -0.5828 6.6153 -0.4776 0.4678
H 1.6353 5.5071 -0.3469 0.4535
H 1.7604 3.0226 -0.2951 0.4822
H -2.5044 2.7236 -0.4802 0.5871
C -3.1355 -2.6076 -2.5729 -1.0833
C -1.9276 -2.1411 -1.8539 0.9349
O -0.9828 -1.4845 -2.4020 -0.6503
O -1.7498 -2.3958 -0.6082 -0.6508
H -3.1425 -2.2332 -3.5919 0.3438
H -4.0251 -2.2784 -2.0369 0.3271
H -3.1401 -3.6981 -2.5768 0.3092

No. 6
44
Properties=species:S:1:pos:R:3:mulliken_charge:R:1 method="wB97M-V/def2-TZVPD" homo_ev="-20.6715 / -21.1516" molar_mass_g_mol=938.0 e_lumo_ev="-15.93 / -17.21" total_charge=+4 fmax_ev_per_a=8.33 spin_multiplicity=7
I -0.3957 0.8393 -3.4918 0.4756
I 0.6919 -1.1623 -5.0668 0.6627
Tm -0.5692 0.1049 -0.3968 0.5200
Rh 1.2030 0.1962 1.9378 0.3265
S 1.6531 1.5809 -0.1864 -0.2207
C 1.9231 0.0845 3.6484 0.4225
C -0.3062 1.2339 2.4280 0.4220
C 3.3347 0.9473 -0.6856 1.4848
C 3.4280 1.0999 -2.2003 -1.3617
C 3.5282 -0.4928 -0.2735 -1.2943
C 4.3496 1.8825 -0.0610 -1.5589
C -0.1020 -2.3424 -0.8166 0.1866
C 0.5065 -1.6050 1.8748 0.3475
O -1.1367 1.8898 2.9356 -0.1615
O 2.3528 0.1049 4.7258 -0.1212
O -0.2385 -3.4940 -0.9209 -0.0814
O 0.2487 -2.7161 2.0469 -0.1888
H 4.4668 0.8684 -2.5028 0.4526
H 3.1949 2.1321 -2.5126 0.4489
H 2.7454 0.4274 -2.7474 0.0250
H 4.5755 -0.7514 -0.4495 0.4419
H 2.9050 -1.1816 -0.8531 0.2751
H 3.3108 -0.6451 0.7926 0.3013
H 5.3511 1.5945 -0.3799 0.4739
H 4.3216 1.8486 1.0222 0.3771
H 4.1752 2.9121 -0.3746 0.4381
O -2.4855 0.7216 0.2969 -0.6560
C -3.1087 -0.1331 -0.4850 1.0694
O -2.4260 -0.8282 -1.3342 -0.5379
C -4.5532 -0.2837 -0.3154 0.0644
C -5.3374 -0.9729 -1.2501 -0.3419
C -6.7317 -1.0426 -1.0563 -0.0545
C -7.3295 -0.4679 0.0789 -0.2669
C -6.5344 0.1665 1.0434 -0.2695
C -5.1285 0.2862 0.8290 -0.2820
N -7.1083 0.7016 2.2394 0.9123
O -8.3499 0.6003 2.3689 -0.4384
O -6.3762 1.2411 3.0972 -0.4326
N -7.5486 -1.6378 -2.0732 0.8938
O -6.9579 -2.0997 -3.0789 -0.4093
O -8.7866 -1.6716 -1.9501 -0.4090
H -4.8820 -1.4115 -2.1336 0.6564
H -8.4000 -0.5117 0.2264 0.6790
H -4.4963 0.8108 1.5433 0.7292